Entry 1:
Molecular formula: C4H9N
Method: DFT, the ωB97M-V functional and the def2-TZVPD basis

Computed properties:
* maximum force: 2.8 eV Å⁻¹
* HOMO energy: -7.9 eV

Geometry as XYZ:
```
14
Properties=species:S:1:pos:R:3:forces:R:3
C -2.333491 -0.651804 0.485457 -2.2 0.9 -1.0
C -1.071084 -0.659058 0.073680 1.0 1.8 -1.0
N -0.494903 0.203669 -0.871518 0.7 0.7 0.0
C 0.973538 0.336189 -0.724377 0.6 0.6 -0.3
C 1.617776 0.598509 0.654405 0.4 -1.9 -1.0
H -2.643463 -1.621132 0.811361 -0.5 -0.1 1.2
H -3.171116 0.140170 0.228513 2.1 -1.8 0.1
H -0.271388 -1.179129 0.621430 -0.8 -0.8 -0.5
H -0.895202 0.409264 -1.835294 0.6 -0.6 2.3
H 1.482669 -0.561919 -1.055620 -0.1 -0.4 -0.5
H 1.356409 1.163481 -1.298137 -0.3 0.2 -0.9
H 1.631854 1.584460 1.001709 -0.7 1.6 0.5
H 1.113516 -0.087583 1.303548 0.2 0.0 1.2
H 2.704891 0.324887 0.604842 -1.0 -0.1 -0.1
```
Positions in Å, forces in eV/Å.

Entry 2:
Molecular formula: C5H10FNS
Method: DFT, the ωB97M-V functional and the def2-TZVPD basis

Computed properties:
* maximum force: 3.7 eV Å⁻¹
* HOMO energy: -8.7 eV

Geometry as XYZ:
```
18
Properties=species:S:1:pos:R:3:forces:R:3
C -0.838367 0.853994 2.296215 2.5 0.7 2.6
C 0.437494 0.460771 0.061918 3.2 0.9 -0.3
C -0.393412 -0.573086 -0.603924 -1.1 1.6 -1.0
C 0.486006 -0.491391 -1.896602 2.8 -1.9 0.3
C 1.154194 0.825694 -1.351285 -2.8 1.4 1.5
H -1.045204 1.607349 3.186180 0.2 -2.0 -1.7
H 0.093244 0.147345 2.547042 -2.2 1.5 0.0
H -1.661288 0.253792 1.995464 -0.9 -0.4 0.2
H 1.154588 -0.054557 0.758790 -0.3 0.5 -0.7
H -1.283463 0.109862 -0.909468 0.0 -2.1 0.8
H -1.001138 -1.726786 1.090484 1.3 -0.2 -2.4
H -0.980244 -2.442097 -0.457527 0.1 -0.4 0.8
H 0.110388 -0.532042 -2.930881 -0.4 0.4 0.6
H 1.247593 -1.365905 -1.864988 -0.9 1.4 0.1
H 0.730464 1.813719 -1.742430 0.0 -1.6 0.2
N -0.421694 -1.851643 0.168804 -2.3 1.2 0.0
F 2.483370 1.120693 -1.282275 0.6 -1.1 -0.3
S -0.272532 1.844288 0.934482 0.1 0.2 -0.5
```
Positions in Å, forces in eV/Å.

Entry 3:
Molecular formula: C4H7NO
Method: DFT, the ωB97M-V functional and the def2-TZVPD basis

Computed properties:
* maximum force: 0.9 eV Å⁻¹
* HOMO energy (alpha / beta): -7.1 / -7.2 eV

Geometry as XYZ:
```
13
Properties=species:S:1:pos:R:3:forces:R:3
C 0.630111 -0.991772 0.140450 0.0 -0.1 -0.1
C -0.854975 -1.120596 -0.054379 0.4 -0.5 0.3
O -1.502968 -0.128910 -0.634756 -0.7 -0.3 -0.5
C -1.084681 1.108198 -0.553969 0.3 0.8 -0.1
N -0.093988 1.392653 0.380536 -0.1 0.0 0.3
C 1.056674 0.483912 0.275725 0.2 0.0 0.0
H 0.946374 -1.588511 1.002772 -0.1 0.1 -0.1
H 1.138090 -1.433104 -0.735872 -0.1 0.0 0.1
H -1.299329 -2.078843 -0.293759 0.0 0.1 0.1
H -0.491609 1.244870 1.318236 0.0 0.2 0.0
H -1.765232 1.846489 -0.949486 0.0 -0.1 0.1
H 1.683771 0.637552 1.157870 -0.1 0.0 -0.1
H 1.642047 0.799210 -0.590316 -0.1 -0.1 0.0
```
Positions in Å, forces in eV/Å.

Entry 4:
Molecular formula: C29H42BrClN2O3OsS2Si
Method: DFT, the ωB97M-V functional and the def2-TZVPD basis

Computed properties:
* maximum force: 0.6 eV Å⁻¹
* HOMO energy: -7.8 eV

Geometry as XYZ:
```
82
Properties=species:S:1:pos:R:3:forces:R:3
Os -2.059500 0.639530 -1.480745 0.0 -0.2 -0.5
S -1.641287 2.276946 -0.006744 0.1 0.3 0.1
C -2.485597 3.669278 -0.621699 0.0 0.0 0.0
C -2.366836 4.920379 0.001165 0.0 0.0 0.0
C -3.070374 5.998127 -0.484571 0.0 0.0 0.0
C -3.916700 5.854543 -1.592578 0.0 0.0 0.0
C -4.055225 4.628980 -2.202358 0.0 0.0 0.0
C -3.336510 3.531350 -1.713566 0.1 0.0 0.1
S -3.524131 1.957263 -2.437548 0.0 -0.2 0.2
H -1.712509 5.022347 0.858133 0.0 0.0 0.0
H -2.970706 6.964253 -0.007385 0.0 0.0 0.0
H -4.467847 6.707609 -1.965072 0.0 0.0 0.0
H -4.716053 4.500855 -3.051080 0.0 0.0 0.0
C 2.833709 0.562311 4.391892 0.0 0.0 0.0
C 1.821170 0.181674 3.297846 0.0 0.0 0.0
C 0.904749 -0.917826 3.856046 0.0 0.0 0.0
C 0.917624 1.394419 3.022819 0.0 0.0 0.0
Si 2.729891 -0.422113 1.721443 0.0 0.0 0.0
Br 1.191010 -0.309593 0.039974 0.0 0.0 0.0
C 4.130234 0.755172 1.129170 0.0 0.0 0.0
C 5.410523 0.530320 1.951426 0.0 0.0 0.0
C 3.711484 2.224492 1.284825 0.0 0.0 0.0
C 4.473450 0.564995 -0.357425 0.0 0.0 0.0
C 3.245276 -2.269523 1.778729 0.0 0.0 0.0
C 4.058167 -2.563682 3.050629 0.0 0.0 0.0
C 4.107434 -2.642375 0.563949 0.0 0.0 0.0
C 2.029178 -3.209427 1.749039 0.0 0.0 0.0
H 2.286682 0.813382 5.306322 0.0 0.0 0.0
H 3.428740 1.435890 4.122477 0.0 0.0 0.0
H 3.518818 -0.251130 4.636256 0.0 0.0 0.0
H 0.342440 -0.504682 4.699851 0.0 0.0 0.0
H 1.458101 -1.779883 4.227655 0.0 0.0 0.0
H 0.178417 -1.256709 3.116634 0.0 0.0 0.0
H 0.445269 1.690974 3.965498 0.0 0.0 0.0
H 0.120801 1.152047 2.320753 0.0 0.0 0.0
H 1.455078 2.258634 2.640835 0.0 0.0 0.0
H 5.247742 0.639041 3.024784 0.0 0.0 0.0
H 6.158828 1.273503 1.657220 0.0 0.0 0.0
H 5.845708 -0.453676 1.774344 0.0 0.0 0.0
H 3.588895 2.520252 2.325983 0.0 0.0 0.0
H 2.781404 2.439974 0.754035 0.0 0.0 0.0
H 4.493732 2.859548 0.855995 0.0 0.0 0.0
H 4.805350 -0.441741 -0.599591 0.0 0.0 0.0
H 5.286881 1.251727 -0.614587 0.0 0.0 0.0
H 3.622820 0.801224 -0.997554 0.0 0.0 0.0
H 4.941095 -1.928385 3.144279 0.0 0.0 0.0
H 4.404381 -3.601899 3.019187 0.0 0.0 0.0
H 3.462705 -2.449194 3.956032 0.0 0.0 0.0
H 5.072364 -2.136130 0.561603 0.0 0.0 0.0
H 3.598314 -2.425572 -0.377288 0.0 0.0 0.0
H 4.305594 -3.718675 0.591801 0.0 0.0 0.0
H 1.344623 -3.056776 2.580167 0.0 0.0 0.0
H 2.388687 -4.242341 1.801915 0.0 0.0 0.0
H 1.463915 -3.102504 0.823227 0.0 0.0 0.0
O -4.794822 -4.337535 -3.940971 0.0 0.0 0.0
C -5.367909 -3.432700 -3.136352 0.0 0.0 0.0
C -6.655146 -3.700232 -2.664065 0.0 0.0 0.0
C -7.301153 -2.790909 -1.853799 0.0 0.0 0.0
C -6.686855 -1.591945 -1.494317 0.0 0.0 0.0
C -5.409906 -1.332474 -1.946408 0.0 0.0 0.0
C -4.724651 -2.240591 -2.756298 0.0 0.0 -0.1
C -3.343544 -1.967338 -3.229384 0.2 -0.2 0.2
O -2.808819 -2.720372 -4.066332 0.0 0.1 -0.1
O -2.671376 -0.981586 -2.759926 -0.1 0.1 0.0
H -3.927612 -3.949688 -4.215610 0.0 0.0 0.0
H -7.124622 -4.628754 -2.960036 0.0 0.0 0.0
H -8.300992 -3.011569 -1.501113 0.0 0.0 0.0
H -7.202250 -0.874048 -0.871171 0.0 0.0 0.0
H -4.926218 -0.401761 -1.685128 0.0 0.0 0.0
Cl -2.405202 -0.462971 1.708416 0.0 0.0 0.0
C -2.508483 -0.763147 -0.042650 -0.2 0.1 0.0
H -3.449749 -1.273607 -0.223239 0.0 0.0 0.0
H -1.686531 -1.453723 -0.290185 0.0 0.0 0.0
N -0.464894 -0.396203 -3.852291 0.0 0.0 0.0
C 0.626105 -0.186484 -4.577081 0.0 0.0 0.0
C 1.305781 0.893727 -4.029150 0.0 0.0 0.0
C 0.538182 1.281529 -2.942097 0.0 0.0 0.0
N -0.539786 0.490037 -2.842479 0.0 0.1 0.2
H -1.227385 -1.081795 -3.912662 0.0 0.0 0.0
H 0.852980 -0.814355 -5.421774 0.0 0.0 0.0
H 2.229174 1.326061 -4.369007 0.0 0.0 0.0
H 0.687656 2.065228 -2.219007 0.0 0.0 0.0
```
Positions in Å, forces in eV/Å.

Entry 5:
Molecular formula: C2H4NP
Method: DFT, the ωB97M-V functional and the def2-TZVPD basis

Computed properties:
* maximum force: 6.4 eV Å⁻¹
* 2S+1: 3
* HOMO energy (alpha / beta): -6.8 / -10.0 eV

Geometry as XYZ:
```
8
Properties=species:S:1:pos:R:3:forces:R:3
C 1.018076 -0.518548 -0.019095 0.3 2.2 1.0
C 0.294294 0.526758 0.290296 -4.9 -0.8 -3.2
N -1.302873 0.973474 -0.203407 6.3 0.4 0.5
P -2.127727 -0.286155 0.092797 -4.3 -1.8 0.0
H 1.996187 -0.329722 0.350599 1.0 -0.5 0.3
H 0.902085 -1.253488 -0.716623 -0.9 -2.0 -1.3
H 0.648470 1.341939 0.718793 1.5 3.3 2.4
H -3.525540 0.273476 -0.056802 1.0 -0.8 0.4
```
Positions in Å, forces in eV/Å.

Entry 6:
Molecular formula: C48H56N5O6SSiTeY
Method: DFT, the ωB97M-V functional and the def2-TZVPD basis

Computed properties:
* net charge: -1
* maximum force: 2.2 eV Å⁻¹
* 2S+1: 2
* HOMO energy (alpha / beta): -3.1 / -4.7 eV

Geometry as XYZ:
```
119
Properties=species:S:1:pos:R:3:forces:R:3
Y 1.202569 0.242183 0.138971 0.4 0.7 1.7
O 2.041873 -2.481747 -1.826296 0.3 -0.1 0.0
H 1.328230 -3.115863 -1.947023 0.0 0.1 -0.1
H 1.657670 -1.621884 -2.113899 -0.2 -0.3 0.0
C -0.101484 3.510476 -0.779938 0.0 -0.3 0.2
C -0.348094 2.878311 0.568081 0.1 1.5 0.8
O -0.433830 1.576811 0.612460 -0.3 -1.1 0.0
H -0.846963 3.135407 -1.489343 -0.1 0.2 -0.1
H 0.875781 3.198492 -1.162003 0.0 0.2 -0.1
H -0.154145 4.596672 -0.739184 0.0 0.1 -0.1
C -7.728552 1.133661 -4.761765 0.1 0.0 0.1
C -6.329926 0.956336 -4.234491 0.0 0.0 0.0
C -5.252546 1.648937 -4.763368 -0.1 0.0 0.0
C -3.968611 1.503328 -4.245799 0.3 0.1 0.0
C -2.845979 2.272016 -4.893883 -0.1 0.0 0.0
C -3.728380 0.652925 -3.162236 0.2 0.0 0.2
Te -1.689392 0.459462 -2.293273 -1.4 -0.1 -0.8
N 0.774323 -0.067289 -1.873464 -0.4 -0.5 -2.1
C 1.709097 0.764984 -2.200968 -0.4 -0.3 -0.4
O 2.324165 1.472198 -1.288214 0.7 0.6 0.0
C 2.167192 0.877865 -3.618240 0.4 0.2 -0.1
C 3.517205 1.044936 -3.909336 -0.1 0.1 0.1
C 3.946199 1.061387 -5.226274 0.1 0.0 -0.1
C 3.032681 0.938035 -6.261884 0.0 0.0 -0.1
C 1.685705 0.776011 -5.974869 0.0 0.0 -0.1
C 1.258587 0.734522 -4.660852 -0.1 -0.1 0.2
C -1.636575 -1.538014 -3.036895 0.2 0.2 0.0
C -1.830021 -1.763046 -4.392312 -0.1 0.1 0.0
C -1.687836 -3.027845 -4.937341 0.0 -0.1 -0.1
C -1.328462 -4.086188 -4.120991 0.0 -0.1 0.0
C -1.158718 -3.876746 -2.762527 0.0 0.0 0.0
C -1.324045 -2.614582 -2.201148 0.0 0.1 0.1
C -1.184263 -2.434415 -0.720511 0.1 0.1 0.2
C -4.812246 -0.064468 -2.643772 0.0 -0.1 0.2
C -4.620142 -1.013477 -1.498130 -0.1 0.0 0.0
C -6.084137 0.090276 -3.178917 0.0 0.0 -0.1
H -7.749437 1.826260 -5.601973 0.0 0.0 0.0
H -8.379126 1.524158 -3.977319 -0.1 0.0 0.0
H -8.140973 0.178028 -5.088755 -0.1 0.0 0.0
H -5.409677 2.320425 -5.601403 0.0 0.0 0.0
H -3.217685 2.855689 -5.736194 0.0 0.0 0.0
H -2.076565 1.587150 -5.253637 0.1 0.1 0.0
H -2.372995 2.947388 -4.180162 0.1 0.0 -0.1
H 4.219357 1.139226 -3.092142 0.0 0.0 0.0
H 5.001164 1.160796 -5.447724 0.0 0.0 0.0
H 3.367683 0.963995 -7.290763 0.0 0.0 0.0
H 0.964905 0.661678 -6.774196 0.0 0.0 -0.1
H 0.215406 0.583474 -4.415766 0.0 0.0 0.0
H -2.108373 -0.933985 -5.029613 0.0 0.1 -0.1
H -1.842856 -3.184068 -5.996703 0.0 0.0 0.0
H -1.188012 -5.075402 -4.535205 0.0 0.0 0.0
H -0.895992 -4.711789 -2.122629 0.0 0.0 0.1
H -1.050080 -3.385799 -0.208376 0.1 0.0 0.0
H -2.065845 -1.934095 -0.315434 0.0 0.0 0.0
H -0.315487 -1.804897 -0.485335 -0.2 -0.3 -0.1
H -4.057478 -0.523277 -0.703066 0.0 -0.1 0.1
H -4.051124 -1.882963 -1.828106 0.1 -0.1 0.1
H -5.576410 -1.354163 -1.105200 -0.1 0.0 0.0
H -6.910492 -0.474616 -2.760990 0.0 0.0 0.1
C 3.058120 -5.127220 0.090785 0.0 0.0 0.2
C 3.002813 -5.063929 1.610844 0.0 0.1 -0.2
C 3.196161 -3.638172 2.157911 -0.2 -0.5 0.1
C 2.983641 -3.682103 3.694953 0.1 0.2 0.1
C 3.641704 -2.522218 4.434099 -0.1 -0.1 0.0
C 4.617791 -3.183662 1.897786 -0.1 0.0 -0.1
O 5.597208 -3.864536 2.120295 0.0 -0.1 0.1
N 4.746498 -1.900782 1.444098 0.2 0.3 -0.2
C 3.707449 -1.046803 1.075750 0.4 -0.2 0.3
O 3.975138 0.117713 0.775164 -0.2 0.0 -0.2
N 2.452563 -1.499215 1.075839 0.0 -0.5 0.3
C 2.121829 -2.719907 1.559112 0.0 0.0 0.0
O 0.952137 -3.073685 1.566937 0.1 -0.2 0.1
H 2.982456 -6.160382 -0.244284 0.0 0.0 -0.1
H 3.993794 -4.713314 -0.280826 0.1 0.0 -0.1
H 2.243416 -4.554894 -0.343808 0.0 0.0 -0.1
H 3.786384 -5.693838 2.037180 0.0 0.1 0.1
H 2.032652 -5.419069 1.962023 0.0 0.0 0.1
H 3.393775 -4.622377 4.071778 0.0 0.0 -0.1
H 1.905850 -3.684580 3.872111 0.0 -0.1 0.0
H 4.726195 -2.628462 4.422578 0.1 0.1 0.0
H 3.309971 -2.488557 5.470772 0.0 0.0 0.0
H 3.382860 -1.572615 3.970581 0.0 0.1 0.0
H 5.682496 -1.543413 1.305733 -0.1 0.0 0.1
C -2.398674 4.766162 2.043437 0.5 -0.2 0.0
Si -0.619458 4.025609 2.026015 -0.3 0.6 -0.4
C 0.506019 5.562888 1.875390 -0.2 -0.3 0.0
C -0.429278 3.415782 3.813037 0.1 -0.1 -0.3
C 0.448182 4.029878 4.704816 0.1 0.0 -0.1
C 0.450175 3.712595 6.053365 0.0 0.0 0.2
C -0.436790 2.767450 6.544070 0.1 0.0 0.1
C -1.303642 2.129048 5.671884 -0.1 -0.1 0.1
C -1.295382 2.451406 4.325738 -0.1 0.0 0.0
H -2.511383 5.454784 2.881403 0.0 0.1 0.1
H -3.171437 4.004613 2.132881 0.0 -0.1 0.0
H -2.590879 5.324077 1.128143 0.0 0.0 -0.2
H 0.307045 6.269326 2.680400 -0.1 0.1 0.1
H 0.330874 6.086767 0.938119 0.0 0.0 -0.1
H 1.562222 5.302926 1.913706 0.1 -0.1 0.0
H 1.141401 4.775456 4.340348 0.1 0.1 0.0
H 1.149778 4.198165 6.722606 0.0 0.0 0.0
H -0.450049 2.530085 7.600198 0.0 0.0 0.0
H -1.986735 1.376345 6.043540 0.0 0.0 0.0
H -1.983748 1.952978 3.657000 -0.1 -0.1 -0.1
N 3.149168 2.407876 2.383277 0.0 0.0 -0.1
C 2.434699 1.456984 3.030898 -0.2 -0.2 0.5
N 1.455835 0.796593 2.497863 0.7 0.6 0.4
C 0.824870 -0.019500 3.405305 -0.1 -0.2 0.7
C -0.268777 -0.837079 3.132885 0.3 0.3 -0.1
C -0.787495 -1.611419 4.150164 -0.1 -0.1 0.0
C -0.239355 -1.576469 5.429998 0.0 0.0 0.1
C 0.847123 -0.764833 5.719588 0.0 -0.1 0.0
C 1.373504 0.002999 4.699694 0.0 0.2 -0.3
S 2.734399 1.100676 4.735959 -0.2 0.1 -0.3
H 3.113062 2.326542 1.371388 0.2 0.1 0.1
H 4.067819 2.603628 2.747598 0.0 0.0 -0.1
H -0.684657 -0.855398 2.132790 -0.1 0.0 0.1
H -1.625908 -2.262511 3.945110 0.0 0.0 0.0
H -0.666537 -2.188826 6.212345 0.0 0.0 0.0
H 1.274225 -0.732483 6.711956 0.0 0.0 0.1
```
Positions in Å, forces in eV/Å.

Number 1: DFT total energy -5782.0148 eV. Number 2: DFT total energy -20387.8053 eV. Number 3: DFT total energy -7795.5916 eV. Number 4: DFT total energy -154461.2357 eV. Number 5: DFT total energy -12911.5700 eV. Number 6: DFT total energy -97478.1477 eV.